Molecular formula: C4H6NO2S
Method: DFT, the ωB97M-V functional and the def2-TZVPD basis

Geometry as XYZ:
```
14
Properties=species:S:1:pos:R:3:forces:R:3:nbo_charge:R:1
H 1.05900 0.38378 -0.39250 -0.003 0.641 -0.626 0.22
S 0.71228 2.62085 -2.02333 -0.389 -0.056 0.053 -0.75
C 0.00640 0.67795 -0.26037 -0.127 -1.423 -0.488 -0.54
H -0.13382 -2.58361 0.65699 -0.040 -0.390 -0.238 0.40
O 0.43870 -0.45520 2.58522 0.526 -0.186 -0.306 -0.53
H 1.93201 -1.56549 1.94172 0.133 -0.651 -0.370 0.12
C -0.60572 1.43485 -1.42874 1.765 0.935 -0.374 -0.51
C 0.90665 -1.23013 1.77881 -1.006 1.302 0.991 0.54
H -0.85999 0.81286 -2.27605 -0.237 -0.341 0.124 0.20
N 0.17185 -1.62933 0.66330 0.517 -0.127 -0.289 -0.73
H 0.05763 1.35006 0.59101 -0.445 -0.395 0.447 0.25
C -0.60965 -0.72735 -0.10302 0.003 1.378 1.476 0.72
O -1.61832 -1.11305 -0.62138 -0.377 -0.524 -0.509 -0.59
H -1.45702 2.02382 -1.11166 -0.320 -0.163 0.109 0.19
```
Forces are in eV/Å.

As for the total charge: -1. For the orbital gap, the calculation gives 0.20485 Ha. The value obtained for the total energy is -20666.203 eV. Its SMILES is O=CNC(=O)CC[S-]. The calculation puts the energy above the lowest of the compared OMol25 structures with the same formula, charge and spin at 21.8 kcal/mol. The HOMO energy is -2.39 eV.